[1]
The following is a DFT calculation (ωB97M-V/def2-TZVPD) of C41H55ClN4O3OsSi3 as an isolated structure at a distorted geometry.

Summary:
- Energy: -3459.2464 hartree
- Multiplicity: 5
- Total charge: 0
- Energy relative to the best compared isomer or geometry (same formula, charge and spin): 70.7 kcal per mole
- Lowest unoccupied orbital energy (alpha / beta): -0.00814 / -0.05301 hartree
- <S²>: 6.02

Cartesian coordinates (Å):
Os: 1.453 0.240 0.565
C: 0.683 -0.712 4.166
Si: 1.559 0.535 3.043
C: 0.881 2.204 3.512
C: 3.349 0.514 3.635
C: 3.639 0.398 5.024
C: 4.942 0.291 5.455
C: 5.990 0.087 4.532
C: 5.686 0.211 3.151
C: 4.376 0.406 2.713
Si: 3.952 0.466 0.856
C: 4.901 2.063 0.519
C: 5.221 -0.784 0.130
H: 0.350 -0.314 5.124
H: 1.336 -1.560 4.389
H: -0.214 -1.066 3.667
H: 0.896 2.294 4.604
H: -0.115 2.425 3.098
H: 1.541 2.958 3.038
H: 2.864 0.302 5.803
H: 5.080 0.407 6.549
H: 7.010 -0.040 4.866
H: 6.499 0.215 2.447
H: 5.994 1.816 0.532
H: 4.647 2.785 1.286
H: 4.738 2.537 -0.468
H: 6.117 -0.345 -0.365
H: 4.795 -1.476 -0.604
H: 5.645 -1.356 0.935
N: 2.017 0.298 -1.559
C: 2.769 1.427 -2.195
C: 1.994 2.721 -1.964
C: 1.881 3.092 -0.498
O: 2.173 4.176 -0.013
O: 1.243 2.250 0.283
H: 2.552 -0.607 -1.700
H: 1.182 0.212 -2.108
H: 2.833 1.231 -3.293
H: 3.762 1.471 -1.822
H: 0.993 2.520 -2.445
H: 2.436 3.627 -2.426
C: 4.578 -5.273 -1.181
C: 4.783 -4.538 0.024
C: 3.769 -3.714 0.481
C: 2.715 -3.276 -0.351
C: 2.633 -3.872 -1.583
C: 3.492 -4.910 -1.947
Si: 1.278 -2.177 0.325
C: 0.499 -3.345 1.723
C: -0.863 -3.620 1.682
C: -1.422 -4.593 2.523
C: -0.623 -5.165 3.500
C: 0.701 -4.819 3.614
C: 1.260 -3.927 2.733
H: 5.273 -6.050 -1.545
H: 5.667 -4.604 0.683
H: 3.795 -3.228 1.442
H: 1.896 -3.532 -2.310
H: 3.278 -5.403 -2.893
H: 0.230 -2.295 -0.709
H: -1.553 -3.163 0.972
H: -2.478 -4.929 2.413
H: -1.038 -5.889 4.241
H: 1.370 -5.299 4.375
H: 2.331 -3.791 2.768
C: -5.772 -1.019 -0.758
C: -5.637 -0.154 -2.003
C: -6.630 1.066 -1.818
C: -6.093 -0.928 -3.250
C: -4.065 0.234 -2.167
O: -3.282 -0.940 -2.101
C: -3.664 0.937 -3.512
C: -4.227 2.318 -3.983
C: -3.639 3.589 -3.355
C: -2.236 3.610 -3.004
C: -1.742 4.785 -2.432
C: -2.629 5.852 -2.095
Cl: -2.067 7.246 -1.299
C: -4.007 5.833 -2.452
C: -4.468 4.719 -3.126
C: -3.710 1.052 -0.904
N: -2.555 0.647 -0.099
C: -1.294 1.019 -0.109
N: -0.564 0.287 0.677
C: -1.535 -0.490 1.346
N: -2.743 -0.312 0.905
H: -6.789 -1.418 -0.684
H: -5.620 -0.525 0.230
H: -5.046 -1.878 -0.772
H: -7.349 0.833 -1.028
H: -7.277 1.205 -2.704
H: -6.133 2.018 -1.508
H: -7.057 -1.391 -3.120
H: -5.408 -1.722 -3.467
H: -6.179 -0.252 -4.122
H: -3.357 -1.403 -2.944
H: -3.900 0.287 -4.332
H: -2.562 0.917 -3.441
H: -5.323 2.306 -3.895
H: -4.028 2.305 -5.065
H: -1.573 2.793 -3.222
H: -0.659 4.933 -2.235
H: -4.643 6.722 -2.294
H: -5.528 4.677 -3.367
H: -4.519 1.000 -0.173
H: -3.494 2.128 -1.156
H: -0.892 1.858 -0.706
H: -1.323 -1.251 2.103

These are the Löwdin partial charges, in e, on atoms 1 to 99: 1.228 -0.195 0.446 -0.221 -0.312 -0.108 -0.110 -0.065 -0.100 -0.343 0.477 -0.208 -0.208 0.035 0.029 -0.013 0.032 0.024 0.036 0.106 0.106 0.091 0.089 0.046 0.036 0.019 0.042 0.000 0.009 -0.152 -0.228 -0.097 -0.641 0.062 -0.293 0.090 0.078 0.129 0.069 0.116 0.136 -0.083 -0.076 -0.150 -0.353 -0.145 -0.111 0.548 -0.304 -0.156 -0.086 -0.115 -0.105 -0.128 0.106 0.111 0.084 0.090 0.099 -0.044 0.085 0.113 0.113 0.122 0.087 -0.074 -0.481 -0.034 -0.048 -0.412 -0.014 -0.103 -0.123 -0.201 -0.049 -0.089 -0.685 0.700 -0.104 -0.051 -0.036 -0.060 -0.147 -0.161 -0.166 0.180 0.086 0.085 0.103 0.076 0.080 0.086 0.085 0.072 0.091 0.102 0.099 0.113 0.100

=====

[2]
The following is a DFT calculation (ωB97M-V/def2-TZVPD) of a 9-piece molecular cluster, C34H80Br10N4 overall at a distorted geometry.

Summary:
- Energy: -27302.4954 hartree
- Total charge: 0
- Lowest unoccupied orbital energy: 0.00748 hartree

Cartesian coordinates (Å):
C: 7.688 13.288 11.203
C: 8.298 14.681 11.156
N: 9.543 14.795 11.967
C: 9.212 15.241 13.289
C: 10.410 15.231 14.257
C: 10.558 15.642 11.374
C: 11.188 14.893 10.186
H: 6.733 13.365 10.700
H: 7.431 12.893 12.199
H: 8.241 12.601 10.691
H: 8.642 14.950 10.146
H: 7.518 15.403 11.443
H: 8.657 16.190 13.210
H: 8.506 14.485 13.631
H: 11.101 16.047 14.325
H: 10.002 15.014 15.249
H: 11.052 14.366 14.126
H: 11.270 15.959 12.140
H: 10.079 16.624 11.066
H: 11.180 13.821 10.529
H: 12.265 15.040 9.952
H: 10.605 14.927 9.258
C: 17.876 12.259 19.319
C: 16.708 11.433 18.693
N: 16.796 11.282 17.252
C: 17.946 10.578 16.792
C: 17.821 9.062 17.048
C: 15.533 10.954 16.649
C: 15.602 10.773 15.181
H: 18.128 13.102 18.677
H: 18.757 11.664 19.459
H: 17.562 12.699 20.291
H: 16.726 10.514 19.251
H: 15.817 11.934 19.014
H: 18.029 10.780 15.748
H: 18.881 10.962 17.316
H: 16.890 8.666 16.645
H: 18.607 8.484 16.626
H: 17.781 8.947 18.126
H: 14.796 11.727 16.971
H: 15.180 10.007 17.086
H: 14.605 10.495 14.843
H: 16.354 10.073 14.856
H: 15.746 11.725 14.723
C: 22.027 8.982 14.437
C: 21.148 9.824 13.486
N: 20.201 9.073 12.716
C: 19.193 8.523 13.619
C: 18.248 7.584 12.957
C: 19.462 10.069 11.852
C: 20.173 10.130 10.550
H: 22.790 9.562 14.950
H: 22.545 8.127 13.859
H: 21.416 8.540 15.228
H: 20.544 10.437 14.187
H: 21.915 10.418 12.922
H: 19.711 7.903 14.369
H: 18.616 9.262 14.201
H: 18.843 6.831 12.408
H: 17.669 6.993 13.649
H: 17.573 7.956 12.174
H: 19.495 11.041 12.387
H: 18.454 9.721 11.689
H: 21.228 10.449 10.646
H: 19.667 10.908 9.928
H: 20.032 9.220 9.990
C: 22.757 12.472 6.643
C: 21.613 13.061 7.426
N: 20.767 13.978 6.648
C: 19.747 14.603 7.530
C: 20.277 15.643 8.443
C: 20.124 13.313 5.523
C: 19.201 12.104 5.785
H: 23.465 11.901 7.303
H: 23.348 13.346 6.234
H: 22.390 11.774 5.887
H: 20.966 12.257 7.825
H: 22.057 13.594 8.328
H: 19.085 15.152 6.813
H: 19.058 13.889 8.087
H: 19.439 16.387 8.688
H: 20.618 15.349 9.445
H: 21.153 16.143 8.031
H: 20.869 13.035 4.785
H: 19.550 14.144 5.044
H: 18.848 11.894 4.782
H: 18.382 12.247 6.544
H: 19.847 11.251 6.098
Br: 19.417 14.171 14.105
C: 19.057 14.776 15.997
C: 17.638 14.793 16.421
Br: 17.330 15.664 18.196
H: 19.455 15.814 16.016
H: 19.663 14.190 16.654
H: 17.248 13.800 16.547
H: 16.914 15.293 15.730
Br: 11.199 14.056 19.654
C: 12.785 14.784 18.845
C: 12.371 15.536 17.569
Br: 13.956 16.366 16.694
H: 13.301 13.856 18.693
H: 13.171 15.486 19.583
H: 11.761 16.361 17.819
H: 11.979 14.826 16.849
Br: 16.644 13.240 10.131
C: 15.126 11.987 10.228
C: 15.508 10.881 11.112
Br: 14.016 9.733 11.239
H: 14.919 11.711 9.200
H: 14.342 12.601 10.709
H: 15.748 11.132 12.129
H: 16.334 10.368 10.683
Br: 14.315 14.075 13.294
C: 15.614 15.443 13.125
C: 15.298 16.401 11.964
Br: 16.545 17.849 11.895
H: 16.586 14.893 13.002
H: 15.607 16.008 14.065
H: 14.295 16.765 12.154
H: 15.274 15.873 11.024
Br: 12.515 22.261 15.009
C: 13.475 21.684 13.461
C: 14.118 20.328 13.520
Br: 12.788 18.896 13.542
H: 14.254 22.417 13.305
H: 12.756 21.728 12.649
H: 14.697 20.165 14.443
H: 14.790 20.152 12.686

These are the Löwdin partial charges, in e, on atoms 1 to 99: -0.077 -0.234 -0.224 -0.258 -0.088 -0.267 -0.084 0.069 0.081 0.033 0.104 0.113 0.119 0.109 0.037 0.067 0.060 0.080 0.132 0.087 0.063 0.061 -0.093 -0.236 -0.210 -0.251 -0.059 -0.271 -0.095 -0.004 0.053 0.083 0.097 0.098 0.070 0.135 0.070 0.048 0.068 0.127 0.114 0.085 0.059 0.031 -0.098 -0.292 -0.158 -0.295 -0.094 -0.252 -0.094 0.063 0.106 0.046 0.106 0.130 0.106 0.100 0.090 0.070 0.065 0.110 0.078 0.080 0.068 0.072 -0.106 -0.290 -0.188 -0.294 -0.123 -0.277 -0.084 0.084 0.098 0.059 0.099 0.130 0.120 0.093 0.096 0.062 0.076 0.100 0.117 0.064 0.078 0.069 0.570 -0.630 -0.644 0.603 0.062 0.044 0.025 0.034 0.641 -0.691 -0.630